Entry 1:
DFT (ωB97M-V/def2-TZVPD) results for C38H45BHfN12S2 as an isolated structure in a non-equilibrium geometry.

Geometry as XYZ:
```
99
Properties=species:S:1:pos:R:3:mulliken_charge:R:1
Hf -0.67234 0.10419 -0.40245 0.9594
C 1.11984 -1.06232 -3.48601 -1.0812
C 1.75027 0.08197 -2.77603 0.4345
C 2.78994 0.89340 -3.21453 -1.6338
C 3.01492 1.79007 -2.18958 0.9484
C 4.02162 2.88710 -2.13233 -1.5645
N 2.14629 1.52549 -1.19548 0.4006
N 1.35171 0.47303 -1.56348 0.2052
B 2.26981 2.08203 0.24400 -2.1640
N 0.93007 2.78215 0.62987 0.5862
N -0.29469 2.32559 0.21217 1.4438
C -1.18629 3.28492 0.46351 0.5480
C -2.63264 3.18841 0.12113 -1.3666
C -0.54458 4.39065 1.00957 -1.7020
C 0.78843 4.05258 1.07783 0.8700
C 1.90171 4.92532 1.53945 -1.3252
N 2.75093 0.97878 1.23401 1.1302
N 2.57704 -0.34315 0.95350 -0.0534
C 3.33322 -1.02365 1.79537 1.0901
C 3.33238 -2.51633 1.79561 -1.4003
C 4.08038 -0.15382 2.60061 -1.7833
C 3.69090 1.10518 2.21665 1.0365
C 4.12662 2.40541 2.78883 -1.4837
H 1.67473 -1.28756 -4.39559 0.4464
H 1.12176 -1.95264 -2.85890 0.0103
H 0.08979 -0.82386 -3.76007 0.1816
H 3.30697 0.83562 -4.15528 0.5275
H 4.48579 2.99943 -3.11051 0.4064
H 3.55538 3.83206 -1.85856 0.2986
H 4.80224 2.67438 -1.40247 0.2575
H 3.10522 2.92872 0.24366 -0.2660
H -2.96248 2.16394 -0.01442 0.0382
H -3.22881 3.63377 0.91696 0.4272
H -2.83128 3.72869 -0.80689 0.2878
H -0.99378 5.32317 1.29917 0.5407
H 1.49803 5.90111 1.80171 0.4121
H 2.39531 4.52014 2.41514 0.1001
H 2.65471 5.05919 0.76399 0.2181
H 2.81696 -2.89974 0.91428 0.2454
H 4.35291 -2.90070 1.77703 0.5120
H 2.84532 -2.91963 2.68655 0.1472
H 4.77854 -0.40582 3.37914 0.4791
H 4.87262 2.22955 3.56169 0.4385
H 4.55881 3.06053 2.03236 0.2933
H 3.28965 2.92478 3.24926 0.1739
C -4.99186 1.73931 -5.17050 -1.1296
C -4.60259 2.70649 -4.06014 -0.4379
N -3.19477 2.64644 -3.72139 -0.1950
C -2.68935 1.72886 -2.86048 0.3610
S -0.97914 1.62579 -2.71058 -0.5944
N -3.52213 0.99216 -2.18275 -1.3552
N -2.89067 0.11736 -1.32220 0.6614
C -3.66923 -0.72779 -0.73423 1.1778
C -5.15527 -0.74854 -0.87385 -2.0293
C -2.97894 -1.73528 0.07234 0.6358
C -3.63180 -2.45283 1.01633 -1.1530
C -2.87943 -3.43523 1.73942 -1.1459
C -1.57059 -3.59357 1.51787 -1.2451
C -0.80137 -2.73981 0.54713 2.0093
N -1.64099 -1.84179 -0.22178 0.2685
H -6.05363 1.82556 -5.40286 0.3579
H -4.78800 0.71397 -4.86323 0.2984
H -4.42828 1.94300 -6.08186 0.3158
H -5.16099 2.47908 -3.15303 0.2327
H -4.83470 3.73521 -4.34190 0.4349
H -2.52811 3.05578 -4.35391 0.2375
H -5.45717 -0.21257 -1.76744 0.3755
H -5.60346 -0.24954 -0.01153 0.3435
H -5.52033 -1.77260 -0.89858 0.4803
H -4.67908 -2.29360 1.21318 0.5532
H -3.38881 -4.09552 2.42937 0.4331
H -1.04969 -4.42093 1.97337 0.5273
H 1.15418 -1.99016 0.73675 -0.1525
C 1.02523 -1.14629 5.24690 -0.8823
C 0.88435 -2.43796 4.76849 -0.7764
C 0.60827 -2.66312 3.42799 -0.3194
C 0.44425 -1.59547 2.55034 0.0955
C 0.62554 -0.30483 3.03249 0.0809
C 0.90894 -0.08154 4.36893 -1.0242
N 0.23688 -1.78382 1.12822 1.2564
C -0.03115 -3.68418 -0.38968 -0.1567
C 0.96302 -4.52289 0.11889 0.2818
C 1.65468 -5.38722 -0.70874 -1.0257
C 1.36082 -5.43524 -2.06638 -0.6818
C 0.37086 -4.61704 -2.57662 -0.5756
C -0.32423 -3.74845 -1.74231 -0.9616
H 1.23179 -0.97124 6.29370 0.4328
H 0.99544 -3.28206 5.43618 0.4260
H 0.54647 -3.67966 3.07521 0.2167
H 0.55207 0.53988 2.36320 0.2150
H 1.02715 0.93400 4.72151 0.5572
H 1.22247 -4.48448 1.16942 0.4280
H 2.42755 -6.02238 -0.29719 0.4551
H 1.89941 -6.11082 -2.71606 0.4071
H 0.12762 -4.65209 -3.63067 0.4703
H -1.12185 -3.13338 -2.13754 0.4482
S -2.90414 1.26689 3.80319 -0.4138
C -2.25677 0.77684 2.43139 0.7410
N -1.77241 0.42520 1.41518 -0.2309
```

HOMO-LUMO gap   7.18 eV
Relative energy (zero: lowest compared OMol25 entry of this formula, charge and spin)   175.1 kJ/mol
DFT total energy   -3001.59756 a.u.


Entry 2:
DFT (ωB97M-V/def2-TZVPD) results for C38H45BN3O7PRhS3Te as an isolated structure in a non-equilibrium geometry.

Geometry as XYZ:
```
100
Properties=species:S:1:pos:R:3:mulliken_charge:R:1
Rh 0.31019 -0.04166 -0.25632 -0.1348
C 3.67936 -0.86651 2.83017 -1.2135
C 3.62817 0.30673 3.56280 -0.7718
C 2.67403 1.25905 3.24131 -0.8090
C 1.80420 1.01516 2.19094 1.4650
N 1.84828 -0.12464 1.49944 1.2273
C 2.75583 -1.03787 1.81217 -0.9641
C 0.71593 1.98346 1.80939 -0.1559
C 0.58287 3.22328 2.40533 -0.9525
C -0.56102 3.97122 2.17443 -0.6603
C -1.55312 3.44290 1.37210 -1.1119
C -1.32174 2.22972 0.74752 -0.6267
N -0.18931 1.54771 0.91646 1.0566
H 4.41376 -1.63206 3.03953 0.4865
H 4.31516 0.47541 4.38157 0.4154
H 2.60108 2.17280 3.81132 0.3733
H 2.73897 -1.94727 1.22293 0.6495
H 1.36606 3.60029 3.04533 0.4496
H -0.68399 4.94284 2.63402 0.4398
H -2.48890 3.95842 1.21300 0.5017
H -2.05068 1.78352 0.08459 0.7551
Te 2.59891 1.32437 -1.10692 0.2299
C 3.66489 -0.03767 -2.30785 -0.2545
C 3.90343 -1.35039 -1.89808 -0.1050
C 4.50805 -2.26694 -2.74732 -0.5337
C 4.92553 -1.87113 -4.01066 -0.5309
C 4.75033 -0.55299 -4.40467 -0.5439
C 4.11694 0.35519 -3.56546 -0.3974
H 3.61860 -1.65188 -0.89598 0.4635
H 4.64829 -3.29203 -2.42604 0.3886
H 5.37868 -2.58635 -4.68440 0.3816
H 5.09570 -0.23075 -5.37904 0.3687
H 3.94646 1.37072 -3.89996 0.3748
N 0.64282 -1.71967 -1.52209 -0.2899
C 0.07974 -1.64781 -2.86720 0.0469
C -1.17701 -2.19415 -3.06611 -0.8979
C -1.75226 -2.16478 -4.32563 -0.9816
C -1.07155 -1.59038 -5.38933 0.1104
C 0.18179 -1.02794 -5.17719 -0.8482
C 0.76136 -1.05245 -3.91456 0.6741
S -1.74716 -1.68254 -7.05074 1.4105
O -1.28427 -0.46285 -7.69595 -0.7489
O -3.18817 -1.75356 -6.84749 -0.6950
O -1.15680 -2.90038 -7.58517 -0.7531
H 1.63114 -1.94628 -1.55040 0.0746
H 0.15777 -2.45637 -1.01662 0.4362
H -1.71252 -2.62489 -2.22560 0.3931
H -2.73272 -2.58629 -4.50448 0.4978
H 0.69286 -0.56646 -6.01211 0.4855
H 1.72861 -0.60387 -3.74938 0.1569
C -3.51381 -4.10659 2.79784 -1.1729
C -3.88703 -2.82011 3.51198 0.5447
C -3.76073 -2.90883 5.02211 -1.1993
O -3.15253 -1.68969 2.99660 -0.2775
P -1.59824 -1.37649 2.90987 0.2515
S -1.19410 0.30642 3.79036 -0.4803
S -1.09288 -1.69567 0.97158 -0.7917
O -0.98810 -2.62281 3.73307 0.0815
C 0.42214 -2.65878 4.03175 1.5124
C 1.06660 -3.76090 3.21529 -1.2247
C 0.56522 -2.86236 5.52526 -1.7698
H -4.18566 -4.90648 3.11541 0.4885
H -2.48952 -4.39326 3.03020 0.1122
H -3.60340 -3.98047 1.71898 0.2639
H -4.91805 -2.56661 3.25998 0.3746
H -2.74907 -3.19202 5.30736 0.1160
H -4.46007 -3.65547 5.40374 0.4724
H -3.99179 -1.94505 5.47611 0.3155
H 0.86132 -1.69296 3.76703 -0.4924
H 0.62419 -4.72703 3.46781 0.3939
H 2.13927 -3.80041 3.41714 0.4040
H 0.90784 -3.57864 2.15260 0.0465
H 0.06882 -3.78628 5.83015 0.3376
H 0.10776 -2.02811 6.05737 0.3473
H 1.62043 -2.92183 5.79906 0.4242
C -4.48227 3.28438 -7.20558 -2.2598
C -4.56286 2.21817 -6.11259 2.5423
C -5.80777 2.50685 -5.26146 -1.7925
C -4.70379 0.84531 -6.78906 -1.6591
C -3.32880 2.21558 -5.21275 0.3856
C -2.26940 3.10392 -5.38723 -0.3086
C -1.13773 3.09743 -4.56490 -2.0415
C -1.11083 2.16599 -3.55995 0.9347
O -0.13803 1.92986 -2.61678 -0.2843
B -0.58720 0.84638 -1.85476 1.1761
O -1.85984 0.46147 -2.31606 -0.3469
C -2.15135 1.27343 -3.37895 0.0906
C -3.26378 1.27396 -4.17686 -0.8048
H -5.37345 3.21900 -7.83346 0.4353
H -3.61229 3.13093 -7.84608 0.4363
H -4.44047 4.29249 -6.78592 0.4472
H -6.70203 2.49701 -5.89060 0.4616
H -5.73285 3.48875 -4.78750 0.3562
H -5.93866 1.75966 -4.47789 0.3267
H -5.55642 0.84905 -7.47344 0.5075
H -4.85473 0.04416 -6.06493 0.3302
H -3.80427 0.58732 -7.35117 0.2282
H -2.30322 3.82522 -6.19090 0.4413
H -0.31744 3.78527 -4.71939 0.4910
H -4.04890 0.54771 -4.01348 0.4965
```

Net charge   -1
HOMO-LUMO gap   6.38 eV
Relative energy (zero: lowest compared OMol25 entry of this formula, charge and spin)   108.4 kJ/mol
DFT total energy   -4105.66336 a.u.


Entry 3:
DFT (ωB97M-V/def2-TZVPD) results for C38H45FN8O7P2SSiSr as an isolated structure in a non-equilibrium geometry.

Geometry as XYZ:
```
104
Properties=species:S:1:pos:R:3:mulliken_charge:R:1
Sr -15.00122 -8.01646 10.09793 1.9183
O -17.02708 -8.47483 7.58230 -0.4352
P -15.87588 -7.57790 6.85973 0.7272
O -15.99280 -7.72089 5.44533 -0.7847
O -14.55688 -7.75532 7.54645 -0.6072
O -16.33373 -6.03292 7.15877 -0.3275
P -16.73041 -5.33076 8.51881 0.3670
O -15.47880 -4.24722 8.79049 -0.4119
O -18.01432 -4.53441 8.35091 -0.8305
O -16.83355 -6.40623 9.57978 -0.2735
H -17.50373 -8.02608 8.32804 0.3407
H -14.61575 -4.61098 9.02797 0.3178
C -13.42830 -10.40120 13.13732 -0.4166
Si -11.97148 -9.75987 12.14217 0.1139
C -10.60188 -9.53357 13.43836 -1.3453
C -11.31842 -11.34439 11.24946 -1.4488
N -12.57707 -8.39942 11.33557 0.3875
C -11.72884 -7.48662 10.73787 0.0225
C -10.36499 -7.64771 10.62361 -0.4332
C -9.50366 -6.58874 10.38737 -0.9198
C -9.97939 -5.35021 10.00895 -0.5826
C -11.35438 -5.16866 9.90677 -0.8018
C -12.17545 -6.20725 10.37170 0.3410
F -13.55621 -5.88554 10.46954 0.1827
H -13.03939 -11.05322 13.89536 0.4509
H -14.21687 -10.90355 12.56365 0.2934
H -13.98470 -9.57954 13.62306 -0.5096
H -10.08900 -10.44662 13.57532 0.4821
H -10.87773 -9.12307 14.40641 0.2890
H -9.82194 -8.87255 13.04152 0.3739
H -11.87242 -12.22336 11.52000 0.3890
H -10.27555 -11.58187 11.56257 0.3510
H -11.26476 -11.32672 10.16633 0.3471
H -9.95305 -8.63167 10.88040 0.5268
H -8.41217 -6.69406 10.36294 0.2971
H -9.30420 -4.51763 9.80546 0.3523
H -11.76560 -4.22051 9.58826 0.4285
N -21.21968 -15.72846 14.28862 -0.5857
C -20.71958 -14.76349 13.90798 -0.0876
C -20.10173 -13.56308 13.38608 0.7507
C -20.49948 -13.00833 12.17241 -0.6869
C -19.73679 -11.98927 11.62067 -0.0438
C -18.59235 -11.53920 12.27244 -1.3859
C -18.30875 -12.02436 13.53613 0.0552
C -19.03443 -13.07245 14.09186 -0.9633
C -17.64022 -10.51414 11.68757 2.2718
C -16.92647 -10.95961 10.57229 -0.9479
C -17.01516 -12.27379 10.03753 -0.6640
C -16.22241 -12.34508 8.92867 -1.3231
C -15.55869 -11.08970 8.89688 -0.8127
N -15.96372 -10.29482 9.84464 1.3440
C -17.63270 -9.29297 12.37779 -1.0923
C -18.68504 -8.86589 13.22149 -0.9179
C -18.45474 -7.52757 13.49030 -1.9620
C -17.26692 -7.20317 12.79705 -1.1723
N -16.76629 -8.24502 12.09954 1.0653
H -21.36609 -13.41669 11.62909 0.3857
H -19.98592 -11.62069 10.64390 0.5161
H -17.42390 -11.63487 14.05509 0.4890
H -18.78237 -13.48679 15.07340 0.3901
H -17.64506 -13.04497 10.36853 0.6094
H -16.08369 -13.13723 8.22760 0.4479
H -14.83558 -10.76264 8.12278 0.4455
H -19.56993 -9.43024 13.50976 0.4579
H -18.93381 -6.83901 14.11853 0.5410
H -16.78320 -6.25865 12.78388 1.7965
C -13.53742 -6.38781 18.83777 -1.1600
C -14.33658 -6.00463 17.61202 -0.9394
N -13.60620 -6.18600 16.35589 0.5246
C -14.11491 -7.24887 15.46756 0.1575
C -14.20531 -8.57795 16.19226 -1.0300
C -12.72331 -5.22111 15.91769 1.0563
C -12.79327 -3.88941 16.68451 -1.5023
N -11.92345 -5.22275 14.94355 -0.8057
H -14.07572 -6.15314 19.77272 0.3736
H -12.58603 -5.81906 18.88393 0.2679
H -13.33788 -7.43948 18.84303 0.3493
H -14.67799 -4.99098 17.73761 0.5375
H -15.26132 -6.58526 17.60256 0.3685
H -13.47034 -7.36193 14.60219 -0.3771
H -15.13093 -6.94806 15.12683 0.1977
H -13.22890 -8.99866 16.48423 0.1822
H -14.74453 -9.28441 15.54915 0.1891
H -14.91918 -8.42168 17.03371 0.4148
H -12.83049 -3.95698 17.78062 0.4097
H -13.67081 -3.35929 16.34279 0.2965
H -11.91948 -3.35266 16.37579 0.3823
H -11.87558 -6.09705 14.38034 0.1072
N -17.88847 -4.40715 11.44221 -0.3385
C -17.01671 -3.48434 11.87263 0.7326
N -15.98447 -3.74492 12.62329 -0.2469
C -15.25653 -2.58317 12.81812 -1.0936
C -14.01853 -2.52328 13.48114 -0.1181
C -13.33605 -1.32367 13.58668 -0.7602
C -13.94304 -0.14486 13.14615 -0.3703
C -15.12575 -0.15281 12.44707 -0.4568
C -15.78525 -1.37886 12.27843 0.8186
S -17.31279 -1.82081 11.47660 -0.3370
H -17.47722 -5.31717 11.18023 -0.2888
H -18.39878 -4.12449 10.60513 0.4759
H -13.57914 -3.46127 13.80340 0.8232
H -12.36875 -1.29087 14.08808 0.4204
H -13.38023 0.78200 13.26128 0.3117
H -15.59908 0.75282 12.04778 0.3353
```

Net charge   -2
HOMO-LUMO gap   6.50 eV
Relative energy (zero: lowest compared OMol25 entry of this formula, charge and spin)   55.8 kJ/mol
DFT total energy   -3941.29079 a.u.


Calculated highest occupied orbital energy (eV), listed in the same order as above: -7.339 -5.137 -3.052